1.
Formula: C44H121CuF4N13O19S4
Source: the OMol25 dataset
Level of theory: ωB97M-V/def2-TZVPD

Geometry as ORCA input:
```
! wB97M-V def2-TZVPD RIJCOSX def2/J DEFGRID3
* xyz 0 2
Cu -15.950 -10.433 17.983
N -17.140 -11.213 19.731
S -18.596 -11.779 19.614
O -19.711 -11.013 20.088
O -18.663 -13.214 19.638
F -18.638 -11.419 17.739
S -16.580 -11.103 21.105
O -16.000 -12.236 21.718
O -16.953 -10.078 21.946
F -14.881 -10.281 20.281
N -17.449 -9.975 16.097
S -18.526 -8.820 16.169
O -19.845 -9.121 15.778
O -17.976 -7.602 15.757
F -18.570 -8.912 17.809
S -17.272 -10.661 14.643
O -17.082 -9.872 13.468
O -18.209 -11.698 14.542
F -15.804 -11.384 14.960
C -15.381 -14.148 19.116
C -14.577 -12.916 18.598
C -13.182 -13.322 18.158
O -12.357 -12.179 17.989
C -11.001 -12.606 18.022
N -15.342 -12.155 17.468
H -16.433 -13.907 19.308
H -14.910 -14.335 20.094
H -15.372 -15.096 18.560
H -14.503 -12.210 19.428
H -13.201 -14.003 17.293
H -12.794 -13.861 19.033
H -10.763 -12.889 19.079
H -10.311 -11.852 17.685
H -10.875 -13.467 17.371
H -14.757 -11.991 16.656
H -16.135 -12.749 17.109
C -20.509 -8.582 10.430
C -20.122 -8.714 11.889
C -20.011 -7.339 12.540
O -19.087 -6.455 11.907
C -17.801 -6.453 12.481
N -20.991 -9.684 12.533
H -21.546 -8.274 10.277
H -20.426 -9.556 9.958
H -19.872 -7.902 9.883
H -19.138 -9.197 11.910
H -19.852 -7.389 13.629
H -20.939 -6.794 12.390
H -17.236 -7.367 12.309
H -17.832 -6.255 13.555
H -17.267 -5.654 11.954
H -21.929 -9.374 12.700
H -20.567 -10.028 13.384
C -20.056 -12.554 6.573
C -19.504 -12.295 8.029
C -18.615 -11.097 8.178
O -18.004 -11.266 9.438
C -17.108 -10.269 9.703
N -20.665 -12.338 8.925
H -20.391 -11.567 6.258
H -20.916 -13.243 6.684
H -19.283 -12.917 5.884
H -18.863 -13.151 8.256
H -19.188 -10.158 8.144
H -17.797 -11.031 7.456
H -17.546 -9.264 9.701
H -16.266 -10.237 8.998
H -16.702 -10.465 10.712
H -20.445 -12.116 9.876
H -21.512 -11.882 8.646
C -16.598 -3.030 14.930
C -15.689 -4.227 14.979
C -14.313 -3.858 15.411
O -13.423 -5.037 15.413
C -12.108 -4.624 15.751
N -16.288 -5.238 15.903
H -16.203 -2.234 14.275
H -16.678 -2.599 15.947
H -17.606 -3.263 14.604
H -15.624 -4.670 13.989
H -14.332 -3.343 16.353
H -13.825 -3.185 14.685
H -12.057 -4.086 16.681
H -11.694 -4.066 14.918
H -11.542 -5.548 15.802
H -17.244 -5.425 15.657
H -15.770 -6.103 15.900
C -19.710 -3.447 17.154
C -19.299 -4.065 18.421
C -19.710 -5.521 18.510
O -21.102 -5.697 18.656
C -21.557 -7.039 18.512
N -17.900 -3.969 18.603
H -20.758 -3.651 16.939
H -19.113 -3.944 16.373
H -19.449 -2.403 16.997
H -19.800 -3.478 19.208
H -19.225 -5.948 19.438
H -19.324 -6.045 17.624
H -22.606 -7.103 18.804
H -21.015 -7.774 19.141
H -21.554 -7.401 17.483
H -17.355 -4.087 17.782
H -17.549 -4.431 19.435
C -16.822 -13.384 12.043
C -16.566 -14.412 10.975
C -17.893 -14.912 10.379
O -18.536 -15.631 11.451
C -19.876 -16.089 11.229
N -15.774 -13.777 9.923
H -17.440 -13.834 12.824
H -17.407 -12.573 11.611
H -15.889 -12.988 12.449
H -15.962 -15.254 11.303
H -17.768 -15.599 9.531
H -18.560 -14.100 10.046
H -20.493 -15.364 10.673
H -20.268 -16.210 12.243
H -19.851 -17.081 10.762
H -16.210 -12.940 9.562
H -15.632 -14.361 9.109
C -21.124 -16.317 16.592
C -19.884 -15.754 15.841
C -20.156 -14.485 14.979
O -21.262 -14.659 14.134
C -21.709 -13.490 13.498
N -18.885 -15.442 16.914
H -21.910 -16.752 15.975
H -21.582 -15.600 17.304
H -20.763 -17.183 17.175
H -19.453 -16.552 15.236
H -19.220 -14.303 14.445
H -20.327 -13.603 15.616
H -20.916 -12.981 12.953
H -22.178 -12.816 14.222
H -22.473 -13.764 12.746
H -18.577 -16.307 17.323
H -19.272 -14.828 17.617
C -12.884 -12.117 13.887
C -11.897 -10.982 13.661
C -12.629 -9.695 13.219
O -13.490 -9.308 14.258
C -14.405 -8.282 14.039
N -11.118 -10.757 14.942
H -13.551 -11.838 14.709
H -12.354 -13.051 14.118
H -13.524 -12.306 12.981
H -11.171 -11.165 12.845
H -13.218 -9.889 12.317
H -11.919 -8.877 12.989
H -13.944 -7.281 13.992
H -15.092 -8.286 14.924
H -15.038 -8.445 13.155
H -10.733 -11.611 15.278
H -11.624 -10.230 15.630
C -16.403 -16.717 14.545
C -15.420 -15.870 15.313
C -14.113 -15.586 14.556
O -13.415 -16.787 14.289
C -12.248 -16.608 13.509
N -16.124 -14.624 15.726
H -15.936 -17.649 14.183
H -16.787 -16.172 13.648
H -17.208 -16.983 15.213
H -15.214 -16.349 16.264
H -13.448 -14.921 15.110
H -14.386 -15.029 13.637
H -12.489 -16.293 12.477
H -11.778 -17.613 13.389
H -11.488 -15.978 13.939
H -16.938 -14.759 16.348
H -16.549 -14.294 14.849
C -25.983 -11.904 18.609
C -24.954 -12.996 18.507
C -23.805 -12.669 17.565
O -23.031 -11.643 18.068
C -21.971 -11.161 17.238
N -24.422 -13.354 19.847
H -25.595 -11.017 19.101
H -26.874 -12.188 19.199
H -26.390 -11.552 17.684
H -25.453 -13.885 18.116
H -24.236 -12.498 16.561
H -23.146 -13.563 17.500
H -22.438 -10.696 16.339
H -21.264 -11.950 16.954
H -21.405 -10.381 17.730
H -23.813 -14.157 19.783
H -23.878 -12.581 20.141
C -12.318 -7.983 17.722
C -13.612 -8.736 18.191
C -14.792 -7.743 18.367
O -16.100 -8.449 18.503
C -16.874 -7.920 19.601
N -14.144 -9.857 17.356
H -12.487 -7.440 16.781
H -11.471 -8.651 17.613
H -12.062 -7.325 18.564
H -13.456 -9.126 19.181
H -14.784 -7.004 17.548
H -14.591 -7.243 19.317
H -17.758 -8.546 19.762
H -17.180 -6.911 19.297
H -16.282 -7.846 20.508
H -14.185 -9.651 16.330
H -13.577 -10.674 17.551
*
```

Summary:
LUMO (spin up / spin down), eV: -0.776 / -1.774
HOMO (spin up / spin down), eV: -8.6 / -8.6
Calculated total energy, hartree: -7522.8395
Kohn-Sham gap (spin up / spin down), eV: 7.8438 / 6.8465
Largest force on an atom, eV Å⁻¹: 6.87

Atom charges from the Löwdin analysis, given in e for atoms 1 to 99: 0.5857, -0.3537, 0.6821, -0.2121, -0.2461, -0.3000, 0.6156, -0.1988, -0.1800, -0.3489, -0.3259, 0.4821, -0.2355, -0.2524, -0.2161, 0.5289, -0.2587, -0.2450, -0.2186, -0.0306, -0.2954, -0.1905, -0.2114, -0.0876, 0.0225, 0.0499, 0.0888, 0.0790, 0.1001, 0.1318, 0.1337, 0.1107, 0.0786, 0.0883, 0.0566, 0.0989, -0.0615, -0.4343, -0.1788, -0.1796, -0.1037, 0.0683, 0.0837, 0.0439, 0.0727, 0.1217, 0.1100, 0.1251, 0.0707, 0.0642, 0.0918, 0.0715, 0.0516, -0.0435, -0.4220, -0.2076, -0.2151, -0.1461, 0.0543, 0.0671, 0.0798, 0.0738, 0.1098, 0.1248, 0.1306, 0.0889, 0.0938, 0.0865, 0.0548, 0.0677, -0.0624, -0.4355, -0.1744, -0.2165, -0.1138, 0.0770, 0.0904, 0.0866, 0.0719, 0.1263, 0.1220, 0.1323, 0.0853, 0.0856, 0.0746, 0.0293, 0.0315, -0.0616, -0.4942, -0.2131, -0.1718, -0.0987, 0.0568, 0.0907, 0.0633, 0.0854, 0.1481, 0.1279, 0.1165

=====

2.
Formula: C2H2N2OS2
Source: the OMol25 dataset
Level of theory: ωB97M-V/def2-TZVPD

Geometry as ORCA input:
```
! wB97M-V def2-TZVPD RIJCOSX def2/J DEFGRID3
* xyz 0 1
O 1.999 -1.580 0.299
C 0.893 -0.952 0.278
N 0.175 -0.076 1.349
S 0.112 1.583 0.551
C -1.271 1.242 -0.413
N -1.530 0.190 -0.957
S -0.298 -1.075 -0.937
H 0.788 -0.144 2.305
H -2.044 2.113 -0.452
*
```

Summary:
LUMO, eV: -0.542
HOMO, eV: -9.7
Calculated total energy, hartree: -1058.4494
ΔE to the lowest compared entry with this formula, charge and spin, kcal per mole: 40.33
Kohn-Sham gap, eV: 9.1717
Largest force on an atom, eV Å⁻¹: 5.82
Structure (SMILES): O=C1NSC=NS1

Okay, here come the Löwdin numbers, in e, for every atom: -0.0237, -0.8243, -0.3156, 0.8917, -0.6903, -0.2833, 0.9825, 0.1494, 0.1135

=====

3.
Formula: C5H11ClMgNSeV
Source: the OMol25 dataset
Level of theory: ωB97M-V/def2-TZVPD

Geometry as ORCA input:
```
! wB97M-V def2-TZVPD RIJCOSX def2/J DEFGRID3
* xyz -2 3
V 0.339 -0.330 0.462
Cl 2.283 -1.301 0.362
C -0.084 -0.278 2.361
H -1.034 -0.797 2.562
H -0.133 0.773 2.689
H 0.743 -0.798 2.875
Mg 0.923 3.039 -0.873
C 1.800 2.649 -2.762
C 2.091 3.748 0.740
C -0.348 1.373 -0.266
H 1.427 4.244 1.466
H 2.635 2.922 1.233
H 2.811 4.484 0.352
H 0.998 2.661 -3.518
H 2.522 3.452 -2.978
H 2.308 1.667 -2.760
H -0.971 1.866 0.536
H -1.057 1.250 -1.119
Se -2.359 -3.783 -1.132
C -1.495 -2.428 -0.524
N -0.865 -1.479 -0.104
*
```

Summary:
LUMO (spin up / spin down), eV: 4.726 / 4.704
HOMO (spin up / spin down), eV: 0.0 / -0.5
Calculated total energy, hartree: -4257.5170
ΔE to the lowest compared entry with this formula, charge and spin, kcal per mole: 0.00
Kohn-Sham gap (spin up / spin down), eV: 4.7313 / 5.1653
Largest force on an atom, eV Å⁻¹: 9.01

Okay, here come the Löwdin numbers, in e, for every atom: 0.2071, -0.0785, -0.3139, -0.0246, -0.0159, -0.0352, 0.5336, -0.2869, -0.2854, -0.4297, -0.0844, -0.0554, -0.0885, -0.0849, -0.0899, -0.0546, -0.0726, -0.0815, 0.4014, -0.9330, -0.1272